# 1
Entry from OMol25: an isolated molecule of C2H2OS3 in a non-equilibrium geometry (ωB97M-V/def2-TZVPD).

The geometry in XYZ format:
```
8
Properties=species:S:1:pos:R:3:forces:R:3
C -0.641 -0.471 -0.475 -1.86 -1.02 -1.87
C 0.241 0.540 0.216 -0.59 0.54 -0.07
H -1.071 -2.681 -1.057 -0.34 0.18 -0.20
H -1.366 1.921 -0.750 -0.32 -0.32 -0.26
O -1.628 -0.190 -1.155 1.81 -0.11 1.43
S -0.096 -2.167 -0.312 0.44 0.43 0.45
S -0.316 2.171 0.021 0.70 0.30 0.46
S 1.529 0.113 1.078 0.16 0.00 0.05
```
Forces are in eV/Å.

Calculated values
ΔE to the lowest compared entry with this formula, charge and spin = 0.0256 eV
structure (SMILES) = O=C(S)C(=S)S
HOMO energy = -9.4 eV
net charge = 0
LUMO level = -1.62 eV

# 2
Entry from OMol25: an isolated molecule of C2H2S3 in a non-equilibrium geometry (ωB97M-V/def2-TZVPD).

The geometry in XYZ format:
```
7
Properties=species:S:1:pos:R:3:forces:R:3
C -0.753 -0.608 0.067 2.68 -1.21 -1.27
C -0.726 0.669 0.000 1.20 0.73 -0.21
S 0.868 -1.498 -0.358 0.33 1.16 1.18
S 1.631 1.606 -0.336 -2.83 -1.34 0.37
S 2.069 -0.072 0.637 -0.16 -1.16 -0.53
H -1.511 -1.371 0.028 -0.52 0.29 0.35
H -1.577 1.275 -0.038 -0.70 1.53 0.11
```
Forces are in eV/Å.

Calculated values
ΔE to the lowest compared entry with this formula, charge and spin = 2.1660 eV
HOMO energy (spin up / spin down) = -8.6 / -8.6 eV
net charge = 0
LUMO level (spin up / spin down) = -1.48 / -1.48 eV

# 3
Entry from OMol25: a cluster of 2 separate species, C2H2Si in total in a non-equilibrium geometry (ωB97M-V/def2-TZVPD).

The geometry in XYZ format:
```
5
Properties=species:S:1:pos:R:3:forces:R:3
C 0.579 0.440 2.286 0.13 -0.01 0.64
C 0.297 0.514 1.064 -1.14 0.51 -3.89
Si -0.218 0.201 -0.620 1.22 -4.98 3.47
H -0.257 -1.736 -0.730 -0.14 3.39 -0.04
H -0.402 0.581 -2.001 -0.06 1.09 -0.18
```
Forces are in eV/Å.

Calculated values
ΔE to the lowest compared entry with this formula, charge and spin = 1.5541 eV
HOMO energy = -9.9 eV
net charge = 0
LUMO level = -2.24 eV

# 4
Entry from OMol25: a cluster of 16 separate species, C2H35O15S in total in a non-equilibrium geometry (ωB97M-V/def2-TZVPD).

The geometry in XYZ format:
```
53
Properties=species:S:1:pos:R:3:forces:R:3
C -0.080 3.185 1.038 -0.25 1.10 0.88
C 0.754 2.636 2.259 -0.69 1.40 -0.83
S 1.365 0.981 1.937 0.38 -0.39 0.11
H -1.097 2.812 0.931 -0.20 -0.36 0.45
H 0.358 2.954 0.079 0.66 -0.13 -0.16
H -0.180 4.301 1.108 0.08 -0.74 -0.05
H 0.138 2.644 3.201 0.51 0.22 -0.79
H 1.560 3.426 2.370 -0.57 -1.16 0.23
H -3.193 1.211 0.234 -0.15 0.00 -0.58
H -2.576 0.437 1.304 0.26 -0.57 1.07
O -2.873 0.313 0.407 -0.18 0.96 -0.54
H 0.803 -2.927 0.514 0.21 -0.11 -1.28
H 0.272 -4.414 0.039 0.23 0.54 -0.60
O 0.354 -3.756 0.725 -0.50 -0.58 1.91
H -3.483 2.369 -1.961 0.26 -0.03 -0.37
H -2.359 3.103 -1.126 -0.96 -0.62 -0.26
O -3.238 2.657 -1.083 0.71 0.81 0.58
H 0.792 2.166 -4.148 -1.27 0.02 1.64
H 1.033 2.112 -2.681 0.59 -0.11 0.88
O 0.300 2.266 -3.272 0.58 0.42 -2.37
H 2.966 -1.909 -1.271 0.45 0.66 -1.02
H 4.279 -1.240 -1.046 0.51 0.25 -0.15
O 3.697 -1.470 -1.780 -0.78 -0.88 0.26
H 3.300 1.444 -1.773 -0.29 0.26 0.25
H 2.925 2.405 -0.608 -0.16 -0.32 -0.38
O 2.952 2.332 -1.579 0.16 -0.16 0.12
H -0.114 -1.947 2.878 0.29 0.34 0.08
H -0.514 -0.454 2.744 0.54 -0.36 0.03
O -0.704 -1.276 3.241 -0.22 0.08 0.34
H -0.996 -1.558 -2.316 0.21 0.12 -0.18
H -2.104 -1.928 -1.410 0.61 -0.60 0.19
O -1.151 -2.175 -1.595 -0.13 -0.16 -0.33
H 0.465 -1.297 -0.782 0.04 -0.71 -0.20
H 1.117 -0.806 0.441 0.55 0.23 -0.10
O 1.295 -1.457 -0.280 -0.77 0.77 0.59
H 4.129 0.198 0.815 -0.39 0.68 0.31
H 3.419 -1.091 0.464 -0.25 0.28 0.51
O 4.271 -0.740 0.751 0.46 -0.79 -0.11
H -1.299 -3.051 1.304 -0.48 -0.46 -0.30
H -1.929 -2.535 2.544 -0.65 0.18 -0.54
O -2.196 -2.896 1.673 0.83 -0.03 0.56
H -0.932 1.043 -2.684 0.46 1.91 -0.26
H -1.831 0.436 -1.447 -0.10 0.70 0.62
O -1.290 0.314 -2.220 -0.19 -2.19 -0.42
H -2.437 0.533 3.836 0.05 0.48 -0.98
H -1.775 1.526 2.838 0.66 0.29 0.16
O -2.593 1.070 3.025 -0.41 -0.55 0.98
H 2.494 -0.506 -3.600 0.81 -0.74 0.49
H 1.057 -0.520 -3.053 -0.33 -0.42 0.68
O 1.648 -0.090 -3.653 -0.26 1.05 -1.13
H -3.802 -1.137 -0.206 -0.42 0.08 -0.82
H -2.827 -2.013 0.190 0.35 -1.24 0.46
O -3.446 -1.974 -0.553 -0.91 0.53 0.37
```
Forces are in eV/Å.

Calculated values
ΔE to the lowest compared entry with this formula, charge and spin = 0.0000 eV
HOMO energy = -4.5 eV
net charge = -1
LUMO level = 2.57 eV

# 5
Entry from OMol25: a structure of composition C2H39O18 in a non-equilibrium geometry (ωB97M-V/def2-TZVPD).

The geometry in XYZ format:
```
59
Properties=species:S:1:pos:R:3:forces:R:3
C 0.487 0.572 -1.095 -1.00 -1.24 0.32
O 0.007 -0.452 -1.928 0.72 1.03 0.58
C 0.303 0.261 0.363 0.26 0.04 0.31
H -0.023 1.471 -1.433 0.36 0.64 -0.27
H 1.576 0.677 -1.367 -0.17 0.26 -0.06
H 0.729 1.062 0.968 0.08 -0.14 -0.17
H 0.792 -0.669 0.636 0.11 0.12 0.23
H -0.753 0.157 0.621 -0.02 0.04 -0.19
H 1.436 -1.111 -2.877 0.61 -0.36 -0.40
H 2.892 -1.412 -2.520 0.08 -0.10 0.11
O 2.317 -1.203 -3.271 -0.30 0.20 -0.11
H -2.390 2.351 1.974 0.07 0.21 0.36
H -0.999 2.309 1.389 -0.54 0.12 0.35
O -1.915 2.558 1.166 0.18 -0.14 -0.90
H -1.571 -0.090 -2.151 -1.24 0.05 -0.51
H -2.871 -0.228 -3.031 0.03 0.03 0.04
O -2.519 0.188 -2.233 0.74 -0.36 -0.16
H 0.103 -1.543 -1.358 0.27 -2.42 1.59
H 0.165 -3.304 -1.320 0.15 0.12 0.32
O 0.322 -2.570 -0.703 -0.43 1.60 -1.94
H 1.501 3.062 -1.377 0.31 0.28 0.22
H 1.912 3.749 -0.051 0.11 0.00 0.00
O 2.013 2.924 -0.535 -0.28 -0.21 -0.14
H 3.183 1.195 0.652 -0.01 0.13 -0.25
H 3.276 -0.373 0.441 0.12 0.71 0.28
O 3.411 0.366 1.081 0.06 -0.47 -0.14
H -2.338 -1.022 3.715 -0.23 0.29 0.06
H -3.265 -0.390 2.682 -0.12 0.10 0.12
O -2.916 -0.228 3.569 -0.08 -0.33 -0.15
H -2.032 2.964 -1.036 -0.17 0.23 -0.11
H -2.222 1.934 -2.149 -0.23 0.64 -0.13
O -2.016 2.884 -2.007 0.08 -0.61 0.58
H 1.635 0.583 -4.286 -0.03 -0.02 -0.08
H 0.330 0.490 -3.510 0.18 0.26 -0.79
O 0.759 0.994 -4.224 -0.12 -0.26 0.27
H -0.299 -1.609 3.493 0.06 -0.07 0.05
H -1.311 -2.298 2.528 0.02 0.12 0.49
O -1.093 -2.165 3.490 0.26 -0.21 -0.43
H -2.354 -1.520 0.690 0.21 -0.35 0.22
H -1.070 -2.387 0.322 -0.72 -0.01 0.34
O -1.864 -2.347 0.908 0.26 0.15 -0.41
H -1.580 0.870 3.556 0.19 0.14 -0.12
H -0.036 0.828 3.435 -0.14 0.24 0.06
O -0.795 1.429 3.340 0.42 -0.43 0.10
H 1.788 -1.720 2.649 0.30 0.63 0.12
H 2.453 -0.281 2.492 -0.38 -0.55 0.32
O 1.851 -0.825 3.056 -0.14 0.17 -0.14
H -0.395 3.238 -2.525 0.43 0.31 -0.35
H 0.708 2.552 -3.384 -0.02 0.57 0.00
O 0.556 3.320 -2.788 -0.29 -0.49 0.15
H 0.653 -3.574 2.286 0.25 0.14 -0.18
H 1.022 -2.934 0.909 0.03 -0.45 0.77
O 1.393 -3.188 1.786 -0.39 -0.18 -0.47
H 1.953 -2.060 -0.628 0.99 -0.08 0.02
H 3.367 -2.531 -0.188 0.03 0.09 -0.02
O 2.919 -1.789 -0.615 -0.70 -0.32 0.02
H -3.060 -0.049 -0.596 -0.43 0.15 0.29
H -2.898 0.885 0.624 -0.04 -0.25 -0.13
O -3.225 -0.001 0.366 0.23 0.26 0.03
```
Forces are in eV/Å.

Calculated values
multiplicity = 2
HOMO energy (spin up / spin down) = -10.8 / -10.8 eV
net charge = 0
LUMO level (spin up / spin down) = -0.57 / -6.27 eV

# 6
Entry from OMol25: an isolated molecule of C2H3BF2O in a non-equilibrium geometry (ωB97M-V/def2-TZVPD).

The geometry in XYZ format:
```
9
Properties=species:S:1:pos:R:3:forces:R:3
B -0.367 1.185 -0.365 -0.87 0.42 0.06
C 0.750 -1.062 0.023 -1.94 -0.51 -0.25
C -0.480 -0.280 0.206 2.62 2.27 1.42
O 0.947 -1.925 -0.733 0.44 -1.59 -1.98
F 1.628 -0.797 0.933 2.08 1.01 1.91
F 0.368 1.684 -1.330 0.71 -0.67 -0.37
H -1.316 -0.778 -0.154 -1.69 -0.88 -0.41
H -1.055 1.988 0.122 -0.58 0.51 0.41
H -0.475 -0.015 1.299 -0.77 -0.56 -0.80
```
Forces are in eV/Å.

Calculated values
ΔE to the lowest compared entry with this formula, charge and spin = 0.0167 eV
structure (SMILES) = O=C(F)CBF
HOMO energy = -11.2 eV
net charge = 0
LUMO level = 0.48 eV